1.
54
Properties=species:S:1:pos:R:3:forces:R:3:lowdin_charge:R:1 method="wB97M-V/def2-TZVPD" relative_energy_kj_mol=590.6 e_homo_ev=-12.95 homo_lumo_gap_ev=1.54 lumo_energy_ev=-11.40 total_charge=+2
Hg -15.4346 -15.0166 14.3851 -0.178 0.013 0.062 0.4921
Rb -18.3907 -17.2581 21.4265 0.008 -0.044 0.050 0.9570
O -19.0195 -15.2170 16.7124 -0.014 -0.230 0.161 -0.1175
H -19.9557 -15.2009 16.9911 0.171 0.180 -0.257 -0.0180
C -13.2215 -21.1070 16.8524 0.226 0.930 -1.106 -0.2842
O -13.8288 -20.1123 16.4028 0.868 -1.895 1.181 -0.0077
N -12.9668 -22.2356 16.1524 -0.607 0.330 -2.967 -0.1623
C -13.4920 -22.4447 14.7869 -0.748 1.379 -0.515 -0.0307
C -12.2916 -23.4090 16.5430 0.074 -1.883 1.611 -0.0756
H -12.6926 -21.1895 17.8145 -0.403 0.517 0.247 0.1398
H -12.7186 -22.5352 14.0242 0.406 0.021 0.368 0.1015
H -14.1124 -21.6007 14.4856 0.202 0.185 0.255 0.0838
H -14.1480 -23.3020 14.6358 0.166 -0.380 0.778 0.0970
H -13.1017 -24.1373 16.5804 0.106 -0.588 0.724 0.1014
H -11.6072 -23.9236 15.8685 0.154 1.013 -0.819 0.1041
H -11.7273 -23.3807 17.4751 -0.464 0.396 0.244 0.1005
C -23.8845 -21.1511 19.2651 -1.081 -0.373 -1.841 -0.3502
O -22.9611 -21.4196 19.9574 1.975 -0.222 1.499 0.0544
N -23.7860 -20.9359 17.9086 -1.645 0.368 0.002 -0.1668
C -22.5277 -21.0105 17.1777 -0.407 -0.703 0.004 -0.0460
C -25.0129 -20.4800 17.1856 1.143 -0.810 -0.154 -0.0318
H -24.9195 -21.1903 19.6386 -0.089 0.396 -0.159 0.1399
H -22.0975 -20.0184 17.0408 0.305 -0.049 0.115 0.0883
H -22.6502 -21.4739 16.1988 -0.616 0.367 -0.241 0.0920
H -21.8595 -21.7461 17.6254 0.123 0.587 0.663 0.0922
H -24.7259 -19.5814 16.6395 -0.453 0.125 -0.007 0.0857
H -25.3311 -21.2492 16.4819 0.264 -0.009 -0.322 0.0899
H -25.8972 -20.3534 17.8101 0.504 0.359 0.421 0.0864
C -22.5257 -12.2791 11.0374 -1.833 1.223 0.230 -0.3040
O -21.5131 -12.7386 10.6220 1.446 -1.129 -0.152 0.0982
N -23.4629 -12.9397 11.8188 -0.157 0.255 0.170 -0.1340
C -24.7614 -12.3681 12.2022 0.147 -0.230 -0.108 -0.0237
C -23.1745 -14.2778 12.2874 0.171 0.156 0.206 -0.0314
H -22.8107 -11.2454 10.7872 -0.303 -0.027 0.194 0.1459
H -24.9589 -11.3189 11.9826 0.940 0.119 -0.071 0.0974
H -24.8839 -12.5318 13.2729 -0.167 0.012 0.004 0.0957
H -25.5767 -12.8540 11.6662 0.012 -0.534 0.056 0.1025
H -22.1400 -14.5248 12.0486 -0.301 -0.141 -0.362 0.0943
H -23.2656 -14.3599 13.3705 -0.080 0.406 0.301 0.0946
H -23.9090 -14.9965 11.9243 0.134 -0.107 -0.455 0.1076
C -22.5790 -9.5689 17.7361 0.194 -0.812 -0.685 -0.1006
C -23.1409 -10.2993 18.7455 -1.906 0.181 0.819 -0.0785
C -24.4177 -9.9343 19.2586 0.597 0.914 -0.439 0.0237
C -25.0601 -8.7931 18.7212 1.682 -0.637 0.310 -0.1189
C -24.5080 -8.1441 17.6081 -0.010 0.178 0.423 0.0005
C -23.2701 -8.5353 17.1288 0.068 0.087 0.075 -0.0650
N -26.2675 -8.2271 19.3769 -0.484 -0.995 -2.788 -0.3485
O -26.6309 -7.1566 18.9261 0.060 0.083 1.060 0.0902
O -26.9198 -9.0015 20.0379 0.023 0.387 0.953 0.0933
H -21.6686 -9.9967 17.3429 0.362 0.598 -0.203 0.1033
H -22.6235 -11.1703 19.1197 -0.075 -0.004 0.214 0.0978
H -24.8432 -10.4704 20.0940 -0.158 0.082 -0.015 0.1120
H -24.9696 -7.3047 17.1094 -0.357 0.008 0.366 0.1216
H -22.8368 -7.9888 16.3042 0.009 -0.055 -0.098 0.1107

---

2.
17
Properties=species:S:1:pos:R:3:forces:R:3:lowdin_charge:R:1 method="wB97M-V/def2-TZVPD" relative_energy_kj_mol=146.1 e_homo_ev=-9.82 homo_lumo_gap_ev=10.69 lumo_energy_ev=0.87 total_charge=0
O 2.4526 0.0721 0.7766 0.318 0.029 -0.068 -0.0562
C 1.5524 -0.5151 -0.1418 -0.344 -0.159 -0.281 -0.2600
C 0.1535 -0.4292 0.4362 -0.019 -0.048 0.002 -0.2795
C -0.3863 1.0128 0.5738 -0.034 0.097 0.052 -0.1095
C -1.7014 0.9811 -0.2270 0.026 0.276 0.028 -0.1988
O -2.0920 -0.3794 -0.2653 -0.079 -0.025 -0.034 -0.1309
C -0.8932 -1.0909 -0.4760 0.190 -0.211 -0.039 -0.1833
H 3.3325 0.0560 0.3818 -0.108 0.039 0.153 0.0893
H 1.5709 0.0100 -1.1126 0.029 -0.044 0.166 0.1268
H 1.8092 -1.5706 -0.3336 -0.004 0.169 0.060 0.1265
H 0.1573 -0.9189 1.4157 -0.004 0.042 -0.133 0.1467
H -0.5633 1.2614 1.6237 0.000 -0.024 -0.170 0.1143
H 0.3171 1.7513 0.1754 -0.084 -0.117 0.056 0.1150
H -1.5348 1.3478 -1.2545 -0.044 -0.051 0.155 0.1203
H -2.5190 1.5533 0.2202 0.163 -0.070 -0.062 0.1215
H -0.5787 -0.9955 -1.5321 -0.053 -0.042 0.124 0.1280
H -1.0768 -2.1463 -0.2604 0.045 0.141 -0.009 0.1299

---

3.
20
Properties=species:S:1:pos:R:3:forces:R:3:lowdin_charge:R:1 method="wB97M-V/def2-TZVPD" relative_energy_kj_mol=965.9 e_homo_ev=-10.22 homo_lumo_gap_ev=8.43 lumo_energy_ev=-1.79 total_charge=0
C 0.8641 0.6522 -0.7942 0.773 0.525 -0.112 -0.0931
C 1.3938 0.4193 0.4591 -1.274 1.324 0.189 -0.0666
C -0.3510 0.1364 -1.1624 0.628 -1.459 0.891 -0.0449
C 0.6126 -0.2068 1.4132 1.826 -1.404 0.985 -0.0347
C -1.1386 -0.5629 -0.1891 -0.608 2.549 -3.382 -0.0532
C -0.6254 -0.6690 1.0315 -1.927 -1.846 3.813 -0.0736
C -1.7065 -1.6119 2.2174 4.502 2.282 -2.308 -0.1733
N -3.0470 -1.1758 2.1887 -2.265 1.055 0.010 0.0529
N -0.9124 -1.4773 3.4920 -0.935 0.337 0.660 -0.3450
N -1.6964 -3.0331 1.7110 -0.301 0.477 0.584 -0.3585
O -1.2833 -0.6148 4.2571 0.196 -0.327 -0.321 0.1294
O -1.0779 -3.2868 0.7247 0.612 -0.327 -0.733 0.1354
O -3.3164 -0.0703 2.5921 0.856 -1.078 -0.289 0.0918
O 0.0480 -2.1880 3.6182 0.199 -0.434 -0.173 0.1192
O -2.3874 -3.7790 2.3440 -0.479 -0.642 0.707 0.1272
H 1.4658 1.3040 -1.4349 -0.352 -0.573 -0.287 0.1161
H 2.2575 1.0074 0.6839 0.784 -0.455 0.560 0.1070
H -0.4382 0.0046 -2.2159 -1.331 0.503 -0.669 0.1037
H 1.1547 -0.5443 2.3285 -1.029 0.641 -0.437 0.1317
H -2.1878 -0.6020 -0.4741 0.124 -1.147 0.310 0.1285

---

4.
17
Properties=species:S:1:pos:R:3:forces:R:3:lowdin_spin:R:1 method="wB97M-V/def2-TZVPD" relative_energy_kj_mol=121.1 e_homo_ev="-12.79 / -13.14" homo_lumo_gap_ev="7.86 / 8.05" lumo_energy_ev="-4.93 / -5.09" s_squared=0.75 total_charge=+1 spin_multiplicity=2
O 1.8539 1.8566 -0.2775 1.136 -3.941 3.064 0.0056
Be 2.4763 0.2888 0.2670 7.976 12.356 -4.131 -0.0010
Mg 0.7056 0.9144 0.9068 -3.369 1.995 -0.473 0.0137
O 1.7812 -0.7030 0.2817 -5.740 -9.923 1.289 -0.0006
O -0.8447 -0.3711 0.4143 0.823 0.099 0.736 0.0073
C -1.9985 0.1934 -0.2315 -0.474 0.375 -0.188 0.1304
C -0.3665 -1.6019 -0.1447 -0.146 -0.225 -0.805 0.0018
C -1.6923 1.5853 -0.6377 1.950 1.193 -0.589 0.7198
C 1.0435 -1.8780 0.3527 -0.702 -1.516 0.388 0.0004
H -2.8562 0.1279 0.4644 0.344 0.107 -0.240 0.0191
H -2.2654 -0.4241 -1.1044 0.153 0.024 0.130 0.0314
H -0.3178 -1.4634 -1.2378 -0.139 -0.134 0.291 0.0005
H -1.0730 -2.4061 0.1045 0.369 0.093 -0.079 0.0007
H -0.5779 1.9888 -0.8526 -2.527 -1.146 0.417 0.0341
H 1.0376 -2.2769 1.3816 0.043 0.343 -0.251 0.0001
H 1.4711 -2.6781 -0.2747 0.002 0.484 0.146 0.0000
H -2.4962 2.2006 -1.0497 0.302 -0.184 0.295 0.0367